No. 1
ORCA calculation (ωB97M-V/def2-TZVPD) on C22H29N3O3 in the gas phase.

The geometry in XYZ format:
```
57
Properties=species:S:1:pos:R:3:mulliken_charge:R:1
C 0.112 1.615 3.236 -1.314
C 0.370 1.985 1.777 -1.051
C -0.357 1.062 0.785 2.127
C -1.876 1.197 0.913 -2.007
C 0.224 -0.356 1.051 -1.040
O 1.405 -0.545 0.839 -0.704
N -0.599 -1.243 1.643 0.276
C -0.224 -2.633 1.880 -0.374
C 0.165 -3.349 0.585 -0.478
C 0.497 -4.809 0.870 -0.893
C 1.633 -4.906 1.884 -0.604
C 1.258 -4.183 3.174 -0.939
C 0.921 -2.722 2.890 -0.625
N 0.020 1.358 -0.613 0.370
C 0.517 2.665 -0.995 -1.389
C -0.571 3.693 -1.004 0.386
C -1.649 3.847 -1.825 -0.029
C -2.353 4.979 -1.347 -0.698
C -1.653 5.428 -0.271 -0.599
O -0.574 4.655 -0.052 -0.394
C -0.247 0.374 -1.494 1.083
O -0.780 -0.674 -1.147 -0.551
C 0.158 0.507 -2.931 -0.009
C 0.744 -0.610 -3.523 -1.002
C 1.066 -0.557 -4.867 -0.413
C 0.772 0.596 -5.579 -0.662
C 0.175 1.647 -4.901 -0.333
N -0.122 1.611 -3.614 -0.163
H -0.928 1.771 3.510 0.345
H 0.372 0.577 3.423 0.214
H 0.726 2.243 3.878 0.445
H 1.443 1.893 1.592 0.535
H 0.065 3.020 1.619 0.336
H -2.214 0.958 1.917 0.623
H -2.372 0.545 0.197 0.499
H -2.162 2.224 0.691 0.205
H -1.585 -1.072 1.544 0.354
H -1.110 -3.119 2.309 0.500
H -0.651 -3.265 -0.135 0.376
H 1.034 -2.844 0.164 0.259
H 0.781 -5.311 -0.058 0.375
H -0.388 -5.316 1.265 0.378
H 1.857 -5.954 2.096 0.328
H 2.529 -4.446 1.463 0.336
H 2.084 -4.238 3.886 0.379
H 0.393 -4.675 3.627 0.395
H 0.634 -2.215 3.815 0.333
H 1.791 -2.213 2.475 0.293
H 0.932 2.587 -2.000 0.870
H 1.306 2.980 -0.310 0.419
H -1.889 3.228 -2.664 0.599
H -3.252 5.398 -1.750 0.453
H -1.807 6.253 0.395 0.492
H 0.934 -1.486 -2.923 0.442
H 1.530 -1.403 -5.354 0.439
H 0.998 0.678 -6.631 0.385
H -0.081 2.570 -5.406 0.424
```

energy relative to the best compared isomer or geometry (same formula, charge and spin): 21.15 kcal per mole
net charge: 0
structure (SMILES): CC[C@](C)(C(=O)NC1CCCCC1)N(Cc1ccco1)C(=O)c1ccccn1
multiplicity: 1
E_HOMO: -8.5 eV

=====

No. 2
ORCA calculation (ωB97M-V/def2-TZVPD) on a molecular structure, C26H42As3F4IIrN3 at a distorted geometry.

The geometry in XYZ format:
```
80
Properties=species:S:1:pos:R:3:mulliken_charge:R:1
Ir 0.920 0.970 0.015 1.400
C 3.232 0.825 -2.029 -0.798
N 2.967 0.156 -0.740 0.411
C 2.924 -1.349 -0.878 -0.711
C 4.074 0.558 0.204 -1.225
C 3.606 0.737 1.600 -0.601
N 2.487 1.660 1.551 0.123
C 2.569 2.850 2.204 -0.015
C 1.284 3.479 2.589 -0.123
F 0.146 2.925 2.297 -0.273
C 1.249 4.657 3.207 0.611
F 0.149 5.388 3.387 -0.266
C 2.424 5.313 3.602 -0.410
C 3.633 4.749 3.292 0.134
F 4.732 5.221 3.753 -0.257
C 3.765 3.534 2.667 0.158
F 4.958 3.165 2.290 -0.254
H 4.199 0.564 -2.406 0.461
H 3.234 1.899 -1.931 0.102
H 2.384 0.476 -2.774 -0.038
H 2.044 -1.593 -1.473 -0.247
H 2.700 -1.824 0.052 0.259
H 3.891 -1.687 -1.329 0.497
H 4.549 1.449 -0.039 0.668
H 4.807 -0.155 0.214 0.463
H 4.418 1.039 2.298 0.664
H 3.197 -0.185 2.049 -0.008
H 2.416 6.226 4.185 0.518
C 0.988 -2.282 2.393 -1.418
As 0.003 -0.761 1.771 0.883
C -0.827 0.129 3.309 -1.407
C -1.623 -1.630 1.168 -1.941
C -1.660 -2.414 -0.221 1.992
C -0.481 -3.280 -0.503 -1.308
C -1.940 -1.344 -1.362 -1.740
As -0.498 -0.099 -1.849 1.188
C -1.476 1.098 -3.056 -1.283
C 0.367 -1.134 -3.232 -1.831
C -3.002 -3.262 -0.206 -1.524
As -3.097 -4.704 -1.559 0.407
C -4.898 -4.763 -2.292 -0.950
C -2.473 -6.496 -0.949 -0.855
H 0.240 -3.026 2.736 0.488
H 1.599 -1.939 3.236 0.558
H 1.706 -2.752 1.683 0.311
H -1.501 -0.516 3.906 0.451
H -1.399 0.910 2.960 0.433
H -0.195 0.662 4.014 0.475
H -2.421 -0.886 1.220 0.463
H -1.996 -2.329 1.958 0.687
H 0.507 -2.669 -0.369 -0.757
H -0.547 -3.732 -1.543 0.546
H -0.383 -4.021 0.297 0.430
H -2.860 -0.792 -1.085 0.535
H -2.291 -1.860 -2.295 0.521
H -1.700 0.647 -4.030 0.500
H -0.966 2.015 -3.344 0.374
H -2.417 1.488 -2.632 0.388
H -0.372 -1.294 -3.958 0.603
H 0.823 -2.036 -2.883 0.440
H 1.161 -0.510 -3.603 0.567
H -3.871 -2.630 -0.262 0.606
H -3.132 -3.786 0.729 0.699
H -4.819 -5.301 -3.242 0.420
H -5.188 -3.750 -2.514 0.393
H -5.490 -5.381 -1.547 0.370
H -2.330 -7.083 -1.862 0.402
H -3.304 -6.805 -0.266 0.378
H -1.557 -6.315 -0.379 0.330
I 1.403 4.086 -1.897 0.330
C -0.481 3.935 -1.150 -0.318
C -1.313 5.001 -1.232 -0.727
C -2.598 4.846 -0.775 -0.416
C -3.033 3.603 -0.251 -1.062
C -2.074 2.626 -0.118 -0.210
N -0.860 2.766 -0.566 0.376
H -1.036 5.958 -1.678 0.500
H -3.272 5.655 -0.812 0.499
H -4.072 3.466 0.098 0.464
H -2.309 1.643 0.187 0.500
```

net charge: +3
multiplicity: 6
<S²>: 8.805
E_HOMO (spin up / spin down): -14.7 / -16.3 eV

=====

No. 3
ORCA calculation (ωB97M-V/def2-TZVPD) on 3 unconnected molecules or ions with the total composition C4H16NO2 at a distorted geometry.

The geometry in XYZ format:
```
23
Properties=species:S:1:pos:R:3:mulliken_charge:R:1
C -2.866 -0.059 -0.984 -1.552
C -1.369 0.014 -1.078 0.469
C -0.849 0.969 -2.128 -0.749
C 0.651 0.867 -2.453 -1.177
N -0.843 0.477 0.286 -0.295
H -3.238 -0.463 -1.927 0.371
H -3.370 0.887 -0.790 0.410
H -3.197 -0.749 -0.207 0.448
H -0.965 -0.991 -1.180 0.276
H -1.426 0.953 -3.040 0.416
H -1.016 1.990 -1.766 0.317
H 0.873 1.622 -3.216 0.349
H 1.262 1.099 -1.591 0.332
H 0.945 -0.117 -2.794 0.343
H 0.077 0.920 0.297 0.298
H -1.467 1.188 0.669 0.395
H -0.796 -0.310 0.937 0.379
H 4.348 -0.630 2.978 0.326
H 3.236 -0.503 4.016 0.325
O 3.501 -1.010 3.240 -0.651
H 0.685 -0.959 2.923 0.288
H 1.735 -1.157 1.853 0.334
O 0.778 -1.038 1.957 -0.650
```

energy relative to the best compared isomer or geometry (same formula, charge and spin): 9.60 kcal per mole
net charge: +1
multiplicity: 1
E_HOMO: -14.9 eV